No. 1
101
Properties=species:S:1:pos:R:3:forces:R:3:mulliken_charge:R:1 method="wB97M-V/def2-TZVPD" total_charge=+1 orbital_gap_ha="0.2252 / 0.1341" mol_weight_g_mol=1258.4 homo_energy_ev="-10.786 / -10.779" spin_multiplicity=2 e_lumo_ev="-4.6564 / -7.1311" e_above_lowest_ev=0.599
Bi -0.605546 -0.012635 -0.185049 0.42 0.04 0.08 1.718
C -0.245628 1.915636 0.887670 0.10 -0.06 0.00 -1.303
Si 1.399857 2.682960 0.435600 -0.01 0.06 -0.01 -0.581
C 1.764305 2.232451 -1.370972 0.17 -0.02 0.07 -0.644
N 1.464469 0.809061 -1.660942 -0.06 0.05 0.05 1.688
C 1.029978 0.575316 -3.053089 0.06 -0.16 -0.12 -0.787
C 2.143633 0.738732 -4.082613 0.01 0.03 0.05 -0.770
C 3.293088 -0.209744 -3.762937 0.03 -0.03 0.00 -0.685
C 3.773478 0.039030 -2.337483 -0.11 0.07 -0.05 -1.025
C 2.617504 -0.071547 -1.347457 0.31 0.13 -0.19 0.636
C 1.345744 4.550428 0.576533 0.00 -0.01 -0.01 0.812
C 0.644404 5.330452 -0.347951 0.00 -0.01 -0.04 -0.244
C 0.556813 6.707605 -0.214979 0.00 0.00 0.01 -0.780
C 1.175358 7.336794 0.857045 0.00 0.00 0.00 -0.556
C 1.880516 6.584572 1.784013 0.00 0.00 0.00 -0.761
C 1.964454 5.205899 1.642836 0.01 -0.01 0.00 -0.361
C 2.748258 2.018345 1.546844 -0.06 0.02 0.10 0.672
C 2.461467 1.524698 2.822753 -0.01 -0.03 -0.04 -0.265
C 3.478581 1.119663 3.676849 0.02 -0.03 0.01 -0.776
C 4.802624 1.191679 3.266594 -0.01 -0.02 0.02 -0.614
C 5.107482 1.672733 2.000793 0.00 0.00 -0.03 -0.762
C 4.087922 2.087133 1.155650 0.03 0.01 0.02 -0.126
H -1.091422 2.576271 0.692527 0.01 0.02 0.03 0.962
H -0.273714 1.657851 1.947131 -0.06 -0.03 -0.04 0.646
H 2.813439 2.475721 -1.578530 -0.03 -0.01 -0.12 0.214
H 1.192080 2.875416 -2.047296 -0.10 -0.06 0.04 0.808
H 0.209841 1.257595 -3.277507 -0.16 0.09 0.04 0.390
H 0.644252 -0.450016 -3.102313 0.03 0.07 -0.02 0.092
H 2.500171 1.774471 -4.073223 0.00 0.00 -0.03 0.275
H 1.739669 0.547177 -5.078865 -0.01 -0.01 0.02 0.461
H 4.110414 -0.082393 -4.473988 -0.01 0.01 0.00 0.520
H 2.944057 -1.242542 -3.852749 0.00 0.01 -0.01 0.097
H 4.240631 1.026844 -2.272158 0.03 0.00 0.01 0.262
H 4.535513 -0.688922 -2.053040 0.02 -0.01 0.02 0.476
H 2.948501 0.170677 -0.337512 -0.02 0.05 -0.30 -1.164
H 2.251809 -1.101729 -1.336049 0.10 0.16 -0.16 0.148
H 0.167969 4.863976 -1.206566 0.00 -0.02 0.00 0.076
H 0.014965 7.292335 -0.947500 0.00 0.00 0.00 0.421
H 1.111799 8.411639 0.964747 0.00 0.00 0.00 0.394
H 2.369520 7.071854 2.617502 0.00 0.00 0.00 0.417
H 2.526204 4.632767 2.371778 0.00 0.00 0.00 0.298
H 1.434712 1.435084 3.159114 0.03 0.00 0.01 0.213
H 3.235849 0.749035 4.665198 0.00 0.00 -0.01 0.447
H 5.596294 0.878021 3.932543 0.00 0.00 0.00 0.401
H 6.138147 1.733477 1.675863 0.00 0.00 0.00 0.438
H 4.350625 2.473054 0.175719 0.00 0.01 0.00 0.383
Br -3.927317 -7.275787 -0.626450 0.00 -0.04 0.00 -0.001
C -3.708856 -5.468777 -0.828350 -0.02 0.03 -0.02 -0.112
C -2.704341 -4.804029 -0.101249 0.06 0.03 -0.05 -0.528
C -2.528900 -3.468222 -0.295060 0.11 -0.08 -0.03 0.904
C -3.347058 -2.751137 -1.212690 0.01 0.09 -0.06 0.261
C -4.398950 -3.434152 -1.897315 -0.05 -0.01 0.01 -0.784
C -4.566351 -4.768278 -1.722763 0.03 -0.01 0.03 -0.731
N -3.068471 -1.415991 -1.350269 -0.07 -0.04 0.07 0.412
C -3.569285 -0.715774 -2.300202 -0.05 0.03 -0.03 -0.114
C -3.351340 0.725144 -2.414905 0.06 0.03 -0.12 0.212
C -4.104374 1.409692 -3.359652 -0.03 -0.01 0.01 -1.106
C -3.939595 2.781350 -3.500735 0.00 -0.01 0.02 -0.520
C -3.008075 3.407951 -2.701227 0.01 0.01 -0.03 -1.079
C -2.276436 2.643038 -1.794131 0.07 -0.05 -0.02 -0.076
N -2.433243 1.336501 -1.639325 -0.23 0.05 -0.04 -0.119
H -2.062779 -5.358508 0.566847 0.01 -0.01 0.01 0.531
H -1.754448 -2.930440 0.228997 -0.03 0.07 0.01 0.026
H -5.062974 -2.905401 -2.565366 0.01 0.02 0.01 0.370
H -5.336361 -5.311179 -2.252098 0.00 -0.01 0.01 0.471
H -4.189919 -1.143063 -3.089810 0.08 -0.04 -0.06 0.399
H -4.818534 0.871577 -3.968695 0.01 0.00 -0.02 0.435
H -4.523028 3.337450 -4.221358 0.00 0.00 0.00 0.468
H -2.827986 4.471679 -2.769140 0.00 0.00 0.01 0.513
H -1.524777 3.112949 -1.174352 0.00 0.04 0.02 0.186
F 0.128237 -2.307305 -1.632556 -0.08 -0.12 0.09 0.136
Sb 0.784600 -3.968278 -2.348770 -0.25 -0.09 -0.25 2.183
F -0.981363 -4.249012 -3.000716 0.02 0.01 0.08 -0.598
F 0.242304 -4.785877 -0.712990 -0.11 -0.15 -0.16 -0.620
F 1.382693 -5.597597 -3.034451 0.02 0.02 0.04 -0.513
F 2.436337 -3.552007 -1.533648 0.07 0.01 0.07 -0.595
F 1.247447 -3.021958 -3.905494 0.02 0.00 -0.02 -0.539
C 1.022517 -3.099659 1.609799 0.21 0.08 -0.01 -0.833
C 1.853331 -1.928468 1.213573 -0.15 -0.18 0.14 0.256
C 3.335816 -2.054562 1.311744 0.04 0.02 0.03 -1.243
O 1.365183 -0.878380 0.805486 -0.43 -0.01 0.48 0.394
H 1.421667 -3.556355 2.515626 0.01 0.02 0.02 0.541
H 1.102877 -3.839829 0.805758 -0.02 0.10 0.19 0.280
H -0.015054 -2.817247 1.758079 -0.09 0.04 0.01 -0.436
H 3.653358 -3.077768 1.117523 -0.02 0.00 0.00 0.419
H 3.619755 -1.793458 2.335452 0.01 0.01 0.02 0.378
H 3.825875 -1.360585 0.632973 0.04 -0.06 0.09 0.041
Br -5.788468 -3.366691 6.423477 0.00 0.00 0.01 -0.177
C -4.523457 -2.554755 5.279694 0.01 0.00 0.00 0.078
C -3.422404 -1.912415 5.825664 0.00 0.00 0.00 -0.583
C -2.496389 -1.325514 4.979378 0.00 -0.02 -0.01 -0.366
C -2.670509 -1.374002 3.600783 0.01 0.00 0.03 0.123
C -3.785491 -2.015465 3.072933 -0.02 0.02 0.00 -0.014
C -4.716316 -2.611598 3.907877 0.00 0.01 0.00 -0.795
C -1.633472 -0.749405 2.715068 0.01 -0.01 -0.02 0.318
O -0.605345 -0.280642 3.174785 0.02 -0.02 -0.01 -0.552
O -1.919993 -0.790984 1.436873 -0.01 -0.12 0.08 -0.233
H -3.293374 -1.874406 6.898094 0.00 0.00 0.00 0.443
H -1.624531 -0.824241 5.377297 0.00 0.00 0.00 0.487
H -3.926018 -2.034109 2.000423 0.01 0.00 0.00 0.393
H -5.586548 -3.110953 3.505044 0.00 0.00 0.00 0.445



No. 2
96
Properties=species:S:1:pos:R:3:forces:R:3:mulliken_charge:R:1 method="wB97M-V/def2-TZVPD" orbital_gap_ha="0.2671 / 0.2671" mol_weight_g_mol=1011.2 homo_energy_ev="-7.847 / -7.847" e_lumo_ev="-0.5797 / -0.5791" e_above_lowest_ev=1.528
Pt -1.662345 0.293163 0.012268 -1.15 1.18 -0.22 1.752
C -2.031132 -0.227238 4.228550 -0.04 -0.09 0.10 -2.227
C -2.407232 -0.441892 2.791925 0.24 0.14 -0.22 1.237
O -1.645307 0.170339 1.996666 -0.15 0.02 0.12 0.105
C -3.523119 -1.247624 2.420558 -0.13 -0.05 -0.04 0.584
C -4.200935 -1.965150 3.444555 0.01 0.05 -0.09 -1.232
C -5.309566 -2.712207 3.188816 -0.04 -0.01 -0.11 -1.050
C -5.813040 -2.745165 1.868938 -0.10 -0.05 0.09 -0.353
C -5.203238 -2.072200 0.854433 0.10 0.08 0.04 -0.931
C -4.013900 -1.317921 1.077626 0.28 -0.09 0.17 0.994
O -3.475128 -0.760394 0.051879 0.16 -0.45 -0.37 -0.494
H -1.245162 0.521256 4.276534 0.01 0.00 -0.02 0.105
H -1.666207 -1.162567 4.658368 0.02 0.00 0.00 0.420
H -2.891839 0.098370 4.811397 0.00 0.01 0.00 0.571
H -3.817402 -1.921273 4.453927 0.00 0.00 0.00 0.411
H -5.803086 -3.259843 3.978371 -0.01 -0.01 0.01 0.419
H -6.707402 -3.318020 1.654865 0.00 -0.01 0.02 0.415
H -5.590666 -2.097556 -0.155164 0.02 -0.01 -0.02 0.449
C -4.809818 0.229026 -2.647713 -0.22 -0.08 -0.02 -0.708
C -3.805010 1.057220 -3.425300 0.23 0.21 0.05 -0.011
C -2.436493 0.395538 -3.567019 -0.27 0.09 0.10 -1.577
S -1.232283 0.426393 -2.218743 0.43 -1.05 0.50 1.172
O -0.380895 -0.757552 -2.505631 -0.27 0.35 -0.32 -0.724
C -0.186638 1.824488 -2.645086 -0.08 0.25 0.21 -0.182
C -0.773356 3.140557 -3.148293 0.03 -0.16 -0.18 -0.819
C -1.549636 4.005698 -2.171215 -0.01 0.06 0.09 -0.907
H -5.765906 0.749798 -2.569672 0.02 0.02 -0.07 0.424
H -4.478651 0.003282 -1.639772 0.12 -0.01 0.07 -0.441
H -4.990982 -0.722570 -3.154799 0.00 0.01 0.00 0.434
H -3.690973 2.051233 -2.986165 -0.03 -0.01 0.04 -0.008
H -4.179324 1.218770 -4.439171 0.05 0.03 -0.02 0.445
H -1.861366 0.830016 -4.386999 -0.01 -0.12 -0.05 0.503
H -2.516056 -0.679948 -3.732547 -0.04 0.01 -0.04 0.742
H 0.407946 1.332237 -3.418819 0.10 0.11 -0.02 0.775
H 0.446344 1.951501 -1.764957 -0.01 0.02 0.01 -0.580
H -1.374613 2.943011 -4.041036 -0.01 0.03 0.00 0.321
H 0.094425 3.704739 -3.502683 -0.01 -0.01 -0.04 0.382
H -2.452353 3.518447 -1.805136 -0.01 -0.04 -0.03 -0.057
H -1.843411 4.934870 -2.660839 0.00 0.00 -0.01 0.500
H -0.950082 4.252162 -1.296824 0.04 0.03 -0.03 0.211
Cl -4.288312 2.388621 0.012275 0.00 0.01 -0.02 -0.117
C -3.415547 3.329767 1.237367 -0.26 0.03 0.07 0.739
Cl -3.786813 2.634408 2.838895 -0.02 0.04 0.00 -0.159
Cl -4.007130 4.998833 1.169325 0.06 -0.09 0.02 -0.148
C -1.854156 3.308863 1.076632 0.47 -0.01 0.15 -0.213
O -1.256287 4.173270 1.684751 -0.16 0.09 -0.07 -0.638
O -1.339058 2.421333 0.328005 0.38 0.02 -0.32 -0.099
C 2.764152 -1.157455 0.407559 0.08 0.25 -0.45 -1.233
P 1.078449 -0.361839 0.432175 0.13 -0.80 0.62 -0.012
C 1.332698 0.716400 1.900774 -0.14 0.00 0.04 1.936
C 1.548406 0.331603 3.225559 0.05 -0.06 -0.01 -0.620
C 1.753391 1.275015 4.218140 -0.02 0.07 -0.04 -0.760
C 1.746174 2.629983 3.905559 0.00 -0.02 0.05 -0.646
C 1.542785 3.028535 2.597743 0.02 0.00 -0.03 -0.562
C 1.340350 2.076171 1.607313 0.01 0.04 -0.01 -0.532
C 0.218624 -1.942463 0.945765 -0.02 0.06 0.16 0.517
C -0.754702 -2.462754 0.087090 0.22 -0.28 -0.02 -0.172
C -1.493998 -3.591512 0.430045 0.06 0.07 0.01 -0.663
C -1.260721 -4.238156 1.630417 -0.03 0.00 0.05 -0.678
C -0.248521 -3.778804 2.464203 -0.04 -0.02 -0.02 -0.891
C 0.487743 -2.656490 2.117072 -0.01 0.09 -0.02 -0.734
P 4.081368 0.047195 -0.074026 0.08 0.03 0.18 0.161
C 3.645836 0.369867 -1.824907 -0.04 0.02 -0.05 0.399
C 3.349013 -0.626353 -2.754944 -0.02 -0.06 0.07 0.130
C 3.022230 -0.303220 -4.060471 0.00 0.05 -0.01 -0.782
C 3.003820 1.028200 -4.463406 -0.01 -0.02 -0.02 -0.580
C 3.302134 2.030230 -3.553505 -0.01 -0.02 0.00 -0.501
C 3.612793 1.698983 -2.239297 0.03 0.05 0.00 -0.515
C 5.505740 -1.095801 -0.248495 0.01 -0.02 -0.07 0.802
C 6.382886 -1.010569 -1.328075 0.00 0.00 -0.03 -0.449
C 7.505641 -1.823154 -1.397994 -0.01 0.01 0.00 -0.627
C 7.775318 -2.732316 -0.386702 0.01 -0.02 0.02 -0.461
C 6.918245 -2.817063 0.701518 0.00 0.03 -0.02 -0.611
C 5.798655 -2.002286 0.770802 0.01 -0.01 0.03 -0.574
H 2.718469 -2.015698 -0.266921 0.04 0.01 -0.02 0.660
H 2.973106 -1.524128 1.414205 -0.01 0.03 0.01 0.590
H 1.550552 -0.708110 3.511206 0.01 0.00 0.00 0.010
H 1.912947 0.953928 5.239993 0.00 -0.01 0.00 0.430
H 1.885987 3.369079 4.683913 0.02 0.00 0.00 0.360
H 1.504415 4.078169 2.343035 -0.01 0.00 -0.01 0.421
H 1.146689 2.406744 0.595467 -0.02 -0.01 0.00 -0.047
H -0.871414 -2.041887 -0.900342 -0.10 0.07 0.03 0.544
H -2.254108 -3.952997 -0.250917 0.01 -0.02 -0.01 0.468
H -1.847789 -5.103791 1.909678 0.01 -0.01 0.00 0.404
H -0.027777 -4.300492 3.387067 0.01 0.00 0.01 0.441
H 1.286576 -2.349618 2.774278 0.00 -0.03 0.00 0.104
H 3.382107 -1.668110 -2.457887 -0.02 0.00 0.01 0.378
H 2.785155 -1.087376 -4.767400 0.00 -0.01 0.00 0.395
H 2.758128 1.279499 -5.487925 0.01 0.00 0.00 0.395
H 3.297855 3.067900 -3.862978 -0.01 0.01 0.00 0.473
H 3.845210 2.481921 -1.526309 -0.01 -0.01 0.02 0.403
H 6.186142 -0.308856 -2.129506 -0.01 0.00 0.00 0.361
H 8.169643 -1.744460 -2.249258 0.01 0.00 0.00 0.386
H 8.648137 -3.369528 -0.443211 0.01 0.00 0.00 0.374
H 7.120994 -3.516389 1.502410 0.01 -0.01 0.00 0.389
H 5.153604 -2.075839 1.638148 -0.02 0.01 -0.01 0.286